Record 1
# C14H30ClO7PS4

A cluster of 3 separate species, C14H30ClO7PS4 in total (ωB97M-V with the def2-TZVPD basis set, OMol25).

```
57
Properties=species:S:1:pos:R:3:forces:R:3
C 4.691996 1.233235 1.403083 0.2 0.1 0.0
C 3.376835 0.655530 0.934096 0.1 -0.4 0.5
C 2.190956 1.556861 1.287513 0.0 0.1 0.1
O 2.083501 2.697195 0.419405 0.2 -0.1 0.2
C 2.039665 2.431884 -0.926032 -1.0 -0.3 0.6
O 3.001349 2.544876 -1.600665 1.0 0.2 -0.7
C 0.669197 2.072974 -1.460298 -0.2 0.1 -0.1
S 0.777319 0.748173 -2.703782 0.1 -0.1 0.0
P -1.015472 -0.495953 -2.249701 0.8 0.1 -0.2
Cl -2.808063 -1.804462 -2.106509 -0.2 0.0 0.0
C -0.654998 -0.789621 -0.501753 -1.1 0.3 0.7
C -1.766422 -0.238700 0.428373 0.8 0.4 -0.3
C -1.369736 0.118114 1.796861 -1.5 -1.8 0.7
O -2.243878 -1.060769 1.447262 0.0 0.8 -0.2
O 3.101262 -0.584506 1.658234 -0.2 0.5 -0.1
C 3.192006 -1.766935 1.002483 0.8 0.5 -0.2
O 2.301609 -2.544447 1.040675 -1.0 -0.8 0.1
C 4.510239 -2.086047 0.329662 0.3 0.1 0.3
S 4.518666 -1.872580 -1.466078 -0.1 -0.2 -0.2
H 4.677844 1.332521 2.491198 0.0 0.0 -0.1
H 4.855902 2.217510 0.961249 -0.1 0.0 0.0
H 5.537660 0.597904 1.130754 -0.1 0.1 0.0
H 3.396024 0.430422 -0.133034 -0.1 0.1 0.0
H 1.268863 0.972972 1.327986 0.0 0.0 -0.3
H 2.335531 1.968027 2.288376 0.0 0.0 -0.1
H -0.011289 1.810977 -0.647816 0.1 0.0 0.0
H 0.275076 2.979648 -1.930068 0.0 0.0 0.1
H -0.512575 -1.392809 -3.176037 -0.1 0.0 -0.2
H -1.839547 0.550212 -2.629379 -0.3 -0.1 0.1
H -0.644814 -1.865985 -0.340167 0.3 -0.1 -0.1
H 0.278931 -0.321006 -0.224249 0.3 -0.2 -0.1
H -2.524858 0.412635 -0.029617 0.2 -0.3 0.0
H -1.947931 0.860847 2.336835 0.4 0.1 0.0
H -0.548372 -0.369260 2.309268 0.6 0.9 -0.3
H 4.695207 -3.145462 0.512174 0.0 0.1 -0.1
H 5.323292 -1.523079 0.784019 0.0 0.0 -0.1
H 4.609874 -0.541791 -1.485217 0.0 0.1 0.0
C -2.510822 1.342551 5.659450 -0.1 0.0 0.0
S -0.758010 1.343047 6.052507 0.0 0.0 0.1
O -0.034914 1.145828 4.768905 0.0 0.0 -0.2
C -0.751914 -0.243683 6.892455 0.0 -0.1 0.0
H -2.716345 2.242522 5.083525 0.0 0.0 0.0
H -2.747710 0.457435 5.068548 0.0 0.0 0.0
H -3.089850 1.357405 6.582583 0.0 0.0 0.0
H -1.115280 -1.012668 6.211023 0.0 0.0 0.0
H -1.379102 -0.185023 7.781865 0.0 0.0 0.0
H 0.275389 -0.456401 7.179821 0.0 0.0 0.0
C -3.927810 -0.920087 -7.661162 0.1 0.0 -0.1
S -3.543603 -0.361823 -5.997689 -0.1 0.1 0.0
O -2.156748 -0.808456 -5.697671 0.0 0.0 0.1
C -4.676182 -1.490798 -5.183852 -0.1 -0.1 0.1
H -3.297669 -0.362915 -8.351127 0.0 0.0 0.0
H -3.714924 -1.985924 -7.739455 0.0 0.0 0.0
H -4.977148 -0.717786 -7.873952 0.0 0.0 0.0
H -4.425240 -2.517020 -5.452450 0.0 0.0 0.0
H -5.694294 -1.251750 -5.492972 0.0 0.0 0.0
H -4.578677 -1.363558 -4.109454 0.1 0.0 0.0
```
Positions in Å, forces in eV/Å.

Output
LUMO level (eV): 0.5
Spin multiplicity: 1
Highest occupied orbital energy (eV): -8.80
HOMO-LUMO gap (eV): 9.34

---

Record 2
# C14H30CoNO3P2

A structure of composition C14H30CoNO3P2 (ωB97M-V with the def2-TZVPD basis set, OMol25).

```
51
Properties=species:S:1:pos:R:3:forces:R:3
Co -0.227889 -0.018716 0.134305 -0.1 -0.3 1.2
P 1.883897 -0.584551 0.336951 1.1 -0.4 -1.5
C 2.135038 -0.711316 -1.432062 1.3 -0.3 -0.7
C 1.001589 -1.354177 -2.091705 -0.3 -0.2 0.6
N -0.210098 -1.075245 -1.526418 -0.2 -0.4 -1.5
C -1.366088 -1.478083 -2.101328 0.5 -0.3 -0.1
C -1.330168 -2.357589 -3.166158 -1.9 0.0 -0.2
C -0.117946 -2.743035 -3.708497 0.6 -0.2 -0.3
C 1.051597 -2.226244 -3.190036 0.7 0.2 0.0
C -2.645193 -0.910139 -1.514696 -0.2 0.0 0.2
P -2.202104 0.587193 -0.538234 -1.4 0.2 -1.0
H 2.045964 -2.475712 -3.583537 -0.6 0.0 0.0
H -2.301534 -2.724053 -3.564448 0.9 0.3 0.2
H -0.082859 -3.435830 -4.554177 0.0 0.2 0.3
H -3.366993 -0.632551 -2.295096 0.1 -0.4 0.1
H -3.121654 -1.625970 -0.819920 0.1 0.2 -0.3
H 2.201117 0.683755 -1.792820 -0.2 -1.7 0.4
H 3.127490 -1.108124 -1.711289 -0.5 -0.1 -0.2
H 1.464448 2.365786 -1.134395 1.3 -0.9 -1.0
O 2.265795 1.839044 -1.834564 -1.3 2.9 -0.6
H 2.153482 2.215286 -2.748307 0.3 -0.6 1.2
H 0.272495 1.987053 0.394625 1.0 2.5 -0.9
O 0.544836 2.753703 -0.309162 -1.0 -1.2 2.1
H 0.590437 3.596187 0.196271 0.1 -0.8 -0.4
C -2.223022 1.915482 -1.772707 -0.4 0.2 -0.2
H -3.167806 1.877099 -2.332938 0.2 0.2 0.1
H -2.138033 2.877349 -1.252580 0.0 -0.2 -0.2
H -1.381443 1.802612 -2.470385 -0.2 0.0 0.3
C -3.562492 0.887768 0.596710 -0.5 0.3 -0.1
H -3.234931 1.641586 1.324367 -0.2 -0.2 -0.2
H -4.441570 1.256023 0.050267 0.1 -0.1 0.3
H -3.809909 -0.043031 1.122617 0.0 0.3 -0.1
C 2.086866 -2.212330 1.075010 0.5 -0.3 0.3
H 3.147270 -2.493643 1.039684 -0.2 -0.2 0.1
H 1.740969 -2.179827 2.114936 0.1 -0.2 -0.2
H 1.492358 -2.951289 0.518351 0.2 0.3 0.1
C 3.162244 0.515640 0.953529 0.4 0.0 0.3
H 2.850971 0.909964 1.926968 0.2 0.0 -0.2
H 4.093067 -0.055966 1.061533 0.0 0.3 0.0
H 3.322478 1.340741 0.246602 -0.1 -0.3 0.3
C 1.065116 0.233815 3.846708 0.0 -0.1 0.5
C -0.149627 0.126814 2.946802 0.0 0.5 -0.1
C -1.389583 0.722034 3.586657 -0.2 0.0 0.3
O 0.100371 0.806733 1.715522 -0.4 0.8 1.3
H 1.388235 1.277307 3.929912 -0.1 -0.1 0.0
H 1.903153 -0.366510 3.481350 -0.1 0.1 0.0
H 0.818623 -0.136373 4.853383 0.1 0.1 -0.2
H -0.336300 -0.938978 2.739001 0.0 0.0 0.0
H -1.261570 1.805812 3.705980 0.0 -0.2 0.0
H -2.281274 0.541131 2.974339 0.2 0.0 0.1
H -1.559840 0.273352 4.573058 0.0 0.1 -0.2
```
Positions in Å, forces in eV/Å.

Output
LUMO level (alpha / beta) (eV): -2.6 / -2.9
Spin multiplicity: 4
Energy above the lowest of the compared OMol25 structures with the same formula, charge and spin (eV): 1.518
Highest occupied orbital energy (alpha / beta) (eV): -9.52 / -10.84
HOMO-LUMO gap (alpha / beta) (eV): 6.90 / 7.95
Total charge: +1

---

Record 3
# C14H30CrNO3P2

A structure of composition C14H30CrNO3P2 (ωB97M-V with the def2-TZVPD basis set, OMol25).

```
51
Properties=species:S:1:pos:R:3:forces:R:3
Cr 0.312589 -0.167941 0.130436 -0.3 -0.1 -0.2
P -1.069794 -1.660210 -1.143342 0.3 0.2 0.2
C -1.010325 -0.635947 -2.652741 0.1 -0.4 -0.3
C -1.284814 0.799273 -2.288042 0.3 -0.2 -0.2
N -0.736862 1.243243 -1.138125 0.1 0.2 -0.2
C -0.906398 2.535939 -0.792447 -0.3 0.1 0.0
C -1.681140 3.400586 -1.554150 0.1 0.1 -0.2
C -2.246638 2.944131 -2.746519 0.1 0.1 0.4
C -2.028650 1.626196 -3.115560 -0.2 -0.1 0.0
C -0.258638 3.018493 0.484215 -0.1 0.6 0.4
P 1.086195 1.928385 0.985186 0.4 -1.0 -0.2
H -2.457025 1.195291 -4.014911 0.1 0.2 0.1
H -1.816145 4.421648 -1.194399 0.0 -0.3 -0.3
H -2.861251 3.604938 -3.353702 0.2 -0.1 0.1
H 0.167694 4.024724 0.369650 -0.5 0.0 -0.1
H -0.970719 3.044028 1.327129 0.0 0.1 -0.4
H 0.049255 -0.773508 -2.990255 -1.2 0.2 0.0
H -1.723154 -1.020936 -3.389737 0.2 0.3 -0.1
H 2.655917 -0.533806 -1.544337 -1.0 -0.4 -1.1
O 1.857842 -0.738015 -2.155496 1.0 0.6 0.5
H 2.030153 -0.267455 -2.987348 0.1 -0.2 0.4
H 2.882270 -0.723318 0.374555 0.7 0.1 -0.2
O 3.499467 -0.305760 -0.275947 0.0 -0.3 1.1
H 4.386799 -0.649668 -0.088385 -0.3 0.0 0.0
C 2.525400 2.632913 0.157994 0.5 0.3 0.1
H 2.717376 3.654567 0.505640 0.0 -0.1 -0.1
H 3.401808 2.009276 0.368857 -0.2 0.2 -0.1
H 2.359664 2.645928 -0.927521 0.0 -0.1 0.3
C 1.296450 2.071037 2.759689 0.3 0.4 0.6
H 1.884326 1.218962 3.123410 0.0 0.3 -0.2
H 1.786462 3.010482 3.042516 -0.1 -0.2 0.1
H 0.317712 2.005321 3.246743 0.1 0.1 -0.1
C -2.821440 -1.766696 -0.721642 -0.2 -0.3 0.0
H -3.344863 -2.387464 -1.461609 -0.1 0.2 0.3
H -2.897089 -2.200418 0.283568 -0.2 0.0 -0.3
H -3.251613 -0.759127 -0.694049 0.0 -0.2 0.0
C -0.514706 -3.295982 -1.646291 -0.1 -0.4 -0.1
H -0.225489 -3.857370 -0.751433 -0.1 0.0 -0.2
H -1.310246 -3.824240 -2.186213 0.3 0.0 0.1
H 0.379795 -3.198088 -2.269972 -0.2 0.0 0.1
C -0.347111 -3.300561 2.262596 -0.1 -0.2 0.0
C -0.087326 -1.798230 2.326177 0.4 0.0 0.0
C 0.322068 -1.421289 3.746275 -0.1 0.1 0.2
O 0.926422 -1.418247 1.411467 0.2 0.2 -0.1
H 0.604260 -3.843482 2.353683 -0.2 0.2 0.0
H -0.842241 -3.615561 1.335186 0.2 0.1 0.1
H -1.002885 -3.605613 3.087530 0.1 0.0 -0.1
H -1.029187 -1.264309 2.068399 0.0 -0.1 0.2
H 1.308821 -1.851674 3.968771 -0.3 0.1 -0.1
H 0.370549 -0.336279 3.897566 0.0 -0.2 -0.1
H -0.403546 -1.814166 4.466933 0.1 0.1 0.0
```
Positions in Å, forces in eV/Å.

Output
LUMO level (alpha / beta) (eV): -2.7 / -2.9
Spin multiplicity: 5
Energy above the lowest of the compared OMol25 structures with the same formula, charge and spin (eV): 0.000
Highest occupied orbital energy (alpha / beta) (eV): -10.57 / -11.53
HOMO-LUMO gap (alpha / beta) (eV): 7.89 / 8.66
Total charge: +1

---

Record 4
# C14H30F3NO7

A cluster of 4 separate species, C14H30F3NO7 in total (ωB97M-V with the def2-TZVPD basis set, OMol25).

```
55
Properties=species:S:1:pos:R:3:forces:R:3
C 5.135171 -1.400194 0.407233 -0.3 0.1 0.1
C 3.979459 -1.387420 -0.789061 0.6 -0.3 0.7
C 2.444945 -1.245984 -0.207007 -0.3 0.0 -1.6
C 1.883798 0.294252 -0.534261 1.4 -1.6 0.8
N 0.533271 0.430213 0.133723 -0.1 0.7 -1.1
C -0.294514 1.562669 -0.432026 0.4 3.5 2.8
O -0.289443 1.839581 -1.876946 -3.0 -0.3 -1.1
C -1.591089 2.403999 -2.283662 -2.7 0.1 -2.0
O -2.183416 2.528276 -3.473994 4.8 -0.7 8.4
O -2.217806 2.802103 -0.992245 1.0 -1.9 -1.9
C -1.856550 1.759633 0.024434 -0.1 -1.5 -0.9
C -2.920811 0.491649 -0.196231 -0.6 0.8 0.4
C -2.684849 -0.731076 0.868984 0.4 1.5 1.4
O -3.372461 -1.989097 0.544722 1.8 0.6 -2.0
C -2.949468 -2.550832 -0.745480 -0.7 -1.2 -0.1
C -1.339601 -2.809678 -0.904962 0.3 -0.8 -1.2
F -1.177002 -3.996274 -1.825872 -0.1 3.7 2.8
F -0.630651 -3.166667 0.345230 -2.0 1.5 -4.3
F -0.778468 -1.641791 -1.630668 -0.9 -3.8 2.6
H 5.576379 -2.489245 0.468439 -0.8 2.3 0.1
H 4.663499 -1.095060 1.451113 0.9 -0.8 -2.2
H 5.996204 -0.623545 0.203103 -1.7 -1.7 0.3
H 4.260592 -0.515137 -1.530404 -0.9 -1.8 1.4
H 4.078522 -2.418174 -1.346404 -0.2 2.2 0.9
H 2.325036 -1.543753 0.921342 0.4 0.8 -2.1
H 1.775450 -2.011956 -0.831296 1.3 1.8 1.5
H 1.862762 0.371839 -1.704410 -0.2 0.2 2.4
H 2.679927 1.016409 -0.037139 -1.6 -1.1 -1.3
H 0.720272 0.701397 1.143723 -0.4 -0.3 -1.8
H 0.226962 2.524747 0.029770 -1.3 -1.7 -1.2
H -1.994647 2.131078 1.142745 0.5 -0.3 -2.7
H -2.966130 0.175910 -1.321648 0.4 0.5 2.1
H -3.990151 0.957642 0.057911 2.3 -1.0 -0.7
H -1.527909 -0.895534 1.113710 -2.4 0.2 -1.0
H -3.151681 -0.359998 1.903461 0.9 -1.1 -2.4
H -3.323697 -1.943102 -1.688673 1.1 -1.0 2.0
H -3.479184 -3.616632 -0.835530 1.4 2.3 0.4
C 1.699703 4.367537 2.269058 0.1 0.2 0.0
O 1.709396 3.594305 1.083160 0.4 0.0 -0.4
H 0.965466 3.947882 2.960757 0.1 0.0 -0.2
H 2.689593 4.340186 2.731151 -0.1 0.1 0.2
H 1.425209 5.398075 2.030990 0.0 0.0 0.3
H 2.369725 3.990168 0.489222 -0.4 -0.3 0.2
C -2.564721 -1.010061 5.338714 0.1 -0.2 0.1
O -2.245181 -0.523012 4.048360 0.4 -0.1 -0.4
H -3.311166 -0.353226 5.791538 0.1 -0.1 -0.2
H -2.973125 -2.020361 5.257097 -0.1 0.0 0.2
H -1.665321 -1.018028 5.959237 -0.1 -0.1 0.2
H -1.581393 -1.125531 3.671715 -0.4 0.4 0.1
C -0.018319 -0.868005 -4.672161 0.0 0.2 0.2
O -0.062335 0.546581 -4.708800 0.2 0.2 0.2
H -0.269821 -1.256979 -5.661660 0.0 0.1 0.1
H 0.987979 -1.195284 -4.399373 0.0 -0.3 0.0
H -0.743459 -1.237286 -3.942890 0.1 -0.3 -0.1
H 0.165050 0.862793 -3.817840 -0.2 0.0 -0.5
```
Positions in Å, forces in eV/Å.

Output
Structure (SMILES): CCCCN[C@H]1OC(=O)O[C@H]1CCOCC(F)(F)F.CO.CO.CO
LUMO level (eV): 0.2
Spin multiplicity: 1
Highest occupied orbital energy (eV): -9.11
HOMO-LUMO gap (eV): 9.35